Entry 1:
Computed, not measured: 2 unconnected molecules or ions with the total composition C9H11NOS at a distorted geometry, with the ωB97M-V functional and the def2-TZVPD basis.

Cartesian coordinates (Å):
C1 -1.1137 2.5289 -2.1701
C2 -0.3304 1.5859 -2.7593
C3 -1.6181 2.2633 -0.9041
C4 -0.0142 0.3334 -2.0617
C5 -1.3988 1.0262 -0.2601
C6 -0.5901 0.1075 -0.8660
C7 1.2092 -1.5449 3.3180
C8 1.2493 -0.4255 2.6266
C9 1.9063 -0.4726 1.3765
N1 -0.1416 -2.5105 -1.2131
O1 -1.0799 -1.6422 1.1079
S1 -0.2712 -1.4732 -0.0927
H1 -1.3046 3.5277 -2.6494
H2 -0.2336 1.5502 -3.8269
H3 -2.4874 2.8737 -0.5854
H4 0.6629 -0.4516 -2.6093
H5 -1.9932 0.7138 0.5379
H6 0.8428 -1.5318 4.2966
H7 1.5366 -2.3764 2.8238
H8 1.0756 0.5221 3.0822
H9 2.3792 -1.4556 1.0411
H10 2.2206 0.3665 0.7116
H11 -0.5057 -3.5150 -0.9243

Its HOMO energy (alpha / beta) is -7.607 / -7.814 eV.

=====

Entry 2:
Computed, not measured: C9H11NS in the gas phase at a distorted geometry, with the ωB97M-V functional and the def2-TZVPD basis.

Cartesian coordinates (Å):
C1 -0.7892 0.8304 1.3418
C2 -0.6946 0.1723 -0.0768
C3 -1.8596 -0.8071 -0.1873
C4 -0.9698 1.2497 -1.1326
C5 0.6320 -0.4686 -0.1994
C6 0.8933 -1.8312 0.0814
C7 2.2330 -2.0733 0.3220
S1 3.2686 -0.7881 -0.0062
C8 1.9519 0.3218 -0.2532
C9 2.0636 1.6913 -0.3139
N1 2.2462 2.8406 -0.3049
H1 -0.1601 1.5436 1.2991
H2 -1.8152 1.2024 1.5617
H3 -0.5815 0.0031 2.0195
H4 -2.7614 -0.1438 -0.0175
H5 -1.8675 -1.1893 -1.2171
H6 -1.7538 -1.7240 0.4051
H7 -0.4765 1.1031 -2.1074
H8 -1.9474 1.6517 -1.2841
H9 -0.3376 2.0726 -0.6879
H10 0.0978 -2.6048 0.1630
H11 2.6277 -3.0526 0.5949

Its HOMO energy is -8.882 eV. The SMILES is CC(C)(C)c1ccsc1C#N.

=====

Entry 3:
Computed, not measured: 2 unconnected molecules or ions with the total composition C9H11NSi at a distorted geometry, with the ωB97M-V functional and the def2-TZVPD basis.

Cartesian coordinates (Å):
C1 2.0975 -1.1118 -2.7271
C2 1.1241 -1.2537 -1.9951
C3 1.3873 2.5854 1.2553
C4 0.2485 3.0541 1.8671
C5 1.3025 1.2722 0.6868
C6 -0.9613 2.3998 1.7204
C7 0.0489 0.7586 0.5568
C8 -0.2483 -2.7505 0.4228
C9 -1.9747 -1.2910 -1.7527
N1 -1.0448 1.2347 1.0838
Si1 -0.2661 -1.3953 -0.7908
H1 2.7617 -0.9913 -3.5041
H2 2.3731 3.1572 1.4083
H3 0.1976 4.0971 2.3604
H4 2.1416 0.7158 0.2957
H5 -1.8087 2.6961 2.3508
H6 -1.1472 -2.8506 1.0706
H7 -0.1267 -3.8028 0.0062
H8 0.7111 -2.6258 1.0267
H9 -2.4957 -2.2226 -1.4655
H10 -2.3801 -0.4519 -1.0582
H11 -1.9402 -1.2237 -2.8182

Its HOMO energy is -8.115 eV.

=====

Entry 4:
Computed, not measured: 2 unconnected molecules or ions with the total composition C9H11O2 at a distorted geometry, with the ωB97M-V functional and the def2-TZVPD basis.

Cartesian coordinates (Å):
C1 2.3370 -1.3478 2.5169
C2 -0.0224 1.0420 -0.1535
C3 1.2419 1.4662 0.2291
C4 -0.5513 -0.1078 0.4314
C5 2.0061 0.7356 1.1371
C6 0.1874 -0.8063 1.3623
C7 1.5063 -0.4416 1.6703
H1 -0.5216 1.6533 -0.8977
H2 1.6120 2.4386 -0.0847
H3 -1.5740 -0.3183 0.1506
H4 2.9034 1.1748 1.5656
H5 -0.2387 -1.5496 2.0215
H6 2.6358 -2.2334 1.9511
H7 1.9159 -1.7503 3.4514
H8 3.2244 -0.8629 2.9142
C8 -1.9858 -0.3751 -2.8542
C9 -2.9197 0.7315 -2.2596
O1 -2.7591 1.8364 -2.8374
O2 -3.6832 0.4620 -1.3032
H9 -2.3616 -0.6031 -3.8504
H10 -1.9322 -1.2771 -2.2478
H11 -1.0206 0.1330 -2.9129

Its HOMO energy is -3.998 eV. The total charge is -1.

=====

Entry 5:
Computed, not measured: 2 unconnected molecules or ions with the total composition C9H11O3 at a distorted geometry, with the ωB97M-V functional and the def2-TZVPD basis.

Cartesian coordinates (Å):
C1 0.6094 -3.4571 0.7696
C2 1.7835 -2.9513 -0.0946
O1 1.8056 -1.6912 -0.1792
O2 2.5081 -3.7240 -0.7529
H1 -0.3899 -3.2433 0.1936
H2 0.4039 -2.9758 1.7246
H3 0.7776 -4.4857 1.0073
C3 -2.6571 3.3619 -1.2495
C4 -0.6270 0.3357 -0.5385
C5 -1.4443 1.2370 -1.2458
C6 -0.1256 0.6279 0.7287
C7 -1.5086 2.5457 -0.6745
C8 -0.1913 1.9301 1.2610
C9 -0.8107 2.8951 0.5010
O3 0.6132 -0.1704 1.4733
H4 -0.3162 -0.6198 -0.9164
H5 -1.8570 1.0821 -2.2781
H6 1.0505 -1.1119 0.8617
H7 0.3307 2.1561 2.1928
H8 -2.3820 4.3670 -1.5306
H9 -3.4847 3.4595 -0.7816
H10 -0.7770 4.0135 0.7631
H11 -2.9416 2.8933 -2.3100

Its HOMO energy is -4.290 eV. The total charge is -1.

=====

Entry 6:
Computed, not measured: a gas-phase ion, C9H11O5S (charge -1) at a distorted geometry, with the ωB97M-V functional and the def2-TZVPD basis.

Cartesian coordinates (Å):
C1 1.8544 -0.9721 -1.9927
C2 0.6742 -1.6976 -1.4776
O1 0.4175 -2.8433 -1.7828
C3 -0.2225 -0.8255 -0.4055
C4 -0.0652 -1.6100 0.8429
C5 0.8500 -1.2309 1.7468
C6 1.6696 -0.0212 1.6561
C7 1.2830 0.9180 0.7768
C8 0.0960 0.6659 -0.0500
C9 -1.0715 1.4361 0.7893
O2 -1.7116 0.6872 1.8055
S1 -2.3701 1.6202 -0.5840
O3 -3.1266 2.7837 -0.1337
O4 -1.8669 1.8153 -1.9038
O5 -3.0302 0.2937 -0.4615
H1 1.4918 0.0467 -2.4352
H2 2.3617 -1.7241 -2.5618
H3 2.6605 -0.6363 -1.2312
H4 -1.1899 -0.7019 -0.9929
H5 -0.5655 -2.4301 1.0881
H6 0.9722 -1.7886 2.7810
H7 2.4671 -0.0624 2.4771
H8 1.7485 1.8119 0.7072
H9 -0.0601 1.3265 -1.0324
H10 -0.7133 2.4605 1.0277
H11 -2.5530 0.6783 1.3468

Its HOMO energy is -4.865 eV. The total charge is -1. The SMILES is CC(=O)[C@H]1C=CC=C[C@@H]1[C@H](O)S(=O)(=O)[O-].

=====

Number 1: DFT total energy -23878.551 eV. Number 2: DFT total energy -21834.806 eV. Number 3: DFT total energy -18875.371 eV. Number 4: DFT total energy -13607.768 eV. Number 5: DFT total energy -15654.509 eV. Number 6: DFT total energy -30582.743 eV.